(1)
This record from the Open Molecules 2025 dataset describes an isolated molecule of H2NPS2. The level of theory is ωB97M-V/def2-TZVPD.

```
6
H2NPS2 ωB97M-V/def2-TZVPD
N 0.63815 0.15046 -1.27793
P -0.46538 -0.60408 1.31689
S -1.75059 -0.02558 2.63410
S -0.43723 0.82495 -0.14392
H 0.57786 -0.90465 -1.26838
H 1.43719 0.55890 -1.26077
```

Properties
F_max	0.1682	hartree/bohr
ΔE to the lowest compared entry with this formula, charge and spin	33.0	kJ/mol
total charge	0
calculated total energy	-1193.5990	hartree
multiplicity	3
HOMO-LUMO gap (spin up / spin down)	7.409 / 6.206	eV
HOMO (spin up / spin down)	-6.96 / -9.16	eV


(2)
This record from the Open Molecules 2025 dataset describes the ion C3H7NO2 with charge -1. The level of theory is ωB97M-V/def2-TZVPD.

```
13
C3H7NO2 ωB97M-V/def2-TZVPD
O -2.79113 -1.79837 -0.39705
C -2.06447 -0.88641 0.11066
C -0.64673 -0.63644 -0.29814
N -0.18390 0.67319 0.16582
C 1.16022 0.97353 -0.18275
O 2.10006 0.10653 0.47248
H -2.37072 -0.37846 1.04155
H 0.03929 -1.44978 0.05996
H -0.56392 -0.67615 -1.39172
H -0.28145 0.70940 1.19855
H 1.35546 2.02175 0.09412
H 1.26353 0.85439 -1.27980
H 2.98376 0.48683 0.40632
```

Properties
F_max	0.0189	hartree/bohr
ΔE to the lowest compared entry with this formula, charge and spin	151.1	kJ/mol
total charge	-1
calculated total energy	-323.6754	hartree
multiplicity	2
HOMO-LUMO gap (spin up / spin down)	2.886 / 6.391	eV
HOMO (spin up / spin down)	0.73 / -2.95	eV


(3)
This record from the Open Molecules 2025 dataset describes a structure of composition C33H46LaN6. The level of theory is ωB97M-V/def2-TZVPD.

```
86
C33H46LaN6 ωB97M-V/def2-TZVPD
La -0.08932 0.20340 -0.92650
N -1.27636 3.34295 -2.45414
N 1.82216 -0.86653 -2.33444
C -1.55875 -1.98430 0.61282
C -2.01944 -1.79220 -0.73422
C -2.85349 -0.61965 -0.74529
C -3.59625 -0.08577 -1.91382
H -3.81713 -0.87604 -2.64416
H -3.01870 0.68780 -2.46690
H -4.53783 0.38141 -1.59994
C -2.97789 -0.14189 0.60989
C -4.08794 0.69595 1.15495
H -4.83905 0.08198 1.68789
H -4.63942 1.22348 0.35837
H -3.73711 1.48200 1.84491
C -2.10014 -0.93460 1.41095
C -1.95947 -0.78665 2.88060
H -1.76728 0.26439 3.14417
H -1.12495 -1.38237 3.26944
H -2.86731 -1.09887 3.42240
C -1.83171 -2.74320 -1.86615
H -2.68030 -3.44880 -1.92904
H -0.92194 -3.34953 -1.73903
H -1.75646 -2.23049 -2.83890
C -0.88820 -3.20760 1.13325
H -0.32554 -3.00346 2.05451
H -0.17444 -3.60903 0.39938
H -1.61470 -4.00958 1.35798
C -0.96232 4.61614 -2.37974
H -1.79609 5.39085 -2.34352
C 0.41528 5.06330 -2.40368
H 0.63318 6.16924 -2.39928
C 1.41555 4.08043 -2.36239
H 2.49432 4.38290 -2.17462
C 1.09012 2.71119 -2.61498
H 1.82054 1.87350 -2.62093
C -0.31400 2.32425 -2.86266
C -1.24855 1.22596 -3.26714
H -0.99746 0.46882 -4.28706
C 1.60876 -1.48643 -1.17035
C 2.67335 -1.49521 -3.24578
H 2.65083 -1.06189 -4.24421
C 3.09517 -2.53503 -2.48006
H 3.86628 -3.17409 -2.76777
N 2.49794 -2.49969 -1.26320
C 2.45952 -3.46444 -0.26906
C 2.23921 -4.75040 -0.68298
C 2.41060 -5.75569 0.29728
H 2.34019 -6.80228 0.00054
C 2.64585 -5.38710 1.63528
C 2.80138 -6.47355 2.68042
H 2.45659 -6.11948 3.66611
H 3.86243 -6.77618 2.76531
H 2.21529 -7.35976 2.38389
C 2.74810 -4.03540 2.01880
H 2.93831 -3.74411 3.05049
C 2.60422 -3.01749 1.04234
C 2.61436 -1.58037 1.42025
H 2.92265 -0.90971 0.60896
H 3.29022 -1.41528 2.26000
H 1.61532 -1.25160 1.75356
C 1.80326 -5.08781 -2.06948
H 2.59037 -4.94070 -2.81894
H 0.92307 -4.50493 -2.38753
H 1.51934 -6.13645 -2.09601
C -2.63379 3.77165 0.34541
N -1.31448 4.36179 0.57320
C -1.10913 5.79914 0.32221
C -0.33981 3.59488 1.12890
N -0.35848 2.24029 1.05645
N 0.70773 4.28266 1.72618
C 0.45709 5.32897 2.72609
C 1.95593 3.58030 1.97237
H -3.16591 4.41602 -0.36307
H -3.17497 3.70612 1.30573
H -2.53004 2.76531 -0.07847
H -1.47452 6.41695 1.15225
H -0.04250 6.00018 0.14868
H -1.65987 6.09557 -0.57805
H -0.07395 1.87278 1.94443
H 0.69692 4.95817 3.73589
H 1.10119 6.19933 2.53008
H -0.58607 5.65172 2.72291
H 1.85324 2.87176 2.81060
H 2.25777 3.03630 1.06963
H 2.72942 4.31579 2.22779
```

Properties
F_max	0.0760	hartree/bohr
total charge	-1
calculated total energy	-1645.0078	hartree
HOMO-LUMO gap (spin up / spin down)	3.894 / 3.893	eV
HOMO (spin up / spin down)	-1.65 / -1.65	eV


(4)
This record from the Open Molecules 2025 dataset describes a structure of composition C11H3Cl2IrO5S. The level of theory is ωB97M-V/def2-TZVPD.

```
23
C11H3Cl2IrO5S ωB97M-V/def2-TZVPD
Ir 0.11966 0.48025 -0.25279
Cl -0.94400 -0.33992 1.67637
C -0.76588 -2.09219 1.54808
C -1.31015 -2.84373 2.56937
C -1.19311 -4.22145 2.50825
C -0.54136 -4.81053 1.43859
C -0.00639 -4.02734 0.43018
Cl 0.79630 -4.82624 -0.87970
C -0.09910 -2.63030 0.44713
S 0.59606 -1.66635 -0.85768
H -1.81422 -2.35739 3.39345
H -1.61067 -4.83422 3.29551
H -0.44238 -5.88552 1.37760
O 1.14614 6.26308 -2.64798
C 0.93635 5.20884 -2.17134
C 0.18798 4.86692 -0.83277
O -0.28093 5.68854 -0.10832
C 0.21815 3.39434 -0.73153
C 0.89358 2.80924 -1.83866
O 1.02308 1.56342 -1.93504
C 1.38079 3.81678 -2.79467
O 1.97642 3.74651 -3.81975
O -0.26634 2.69726 0.18569
```

Properties
F_max	0.0267	hartree/bohr
ΔE to the lowest compared entry with this formula, charge and spin	0.0	kJ/mol
total charge	0
calculated total energy	-2219.9206	hartree
multiplicity	5
HOMO-LUMO gap (spin up / spin down)	6.293 / 4.893	eV
HOMO (spin up / spin down)	-7.51 / -8.78	eV


(5)
This record from the Open Molecules 2025 dataset describes a cluster of 3 separate species, C4H13NO2 in total. The level of theory is ωB97M-V/def2-TZVPD.

```
20
C4H13NO2 ωB97M-V/def2-TZVPD
C 0.69002 0.77359 -2.79952
C -0.31572 0.67665 -1.66185
C 0.41392 0.17573 -0.42100
C -0.48378 -1.41965 0.99918
N -0.51215 -0.20602 0.64801
H 0.30495 0.86259 -3.80526
H 1.18256 -0.21170 -2.88568
H 1.51701 1.44362 -2.58128
H -0.83361 1.62701 -1.52607
H -1.11767 -0.01903 -1.85532
H 1.08107 -0.64917 -0.69722
H 1.06912 0.90868 0.02449
H 0.25279 -2.09200 0.56593
H -1.05963 -1.69351 1.87430
H -1.79693 2.81854 0.57629
H -2.55198 2.97228 1.85289
O -2.65960 3.10080 0.90341
H 3.07669 -2.69905 1.40730
H 2.01174 -3.73124 1.75551
O 2.61677 -3.10113 2.15900
```

Properties
F_max	0.0347	hartree/bohr
ΔE to the lowest compared entry with this formula, charge and spin	130.0	kJ/mol
total charge	0
calculated total energy	-365.3930	hartree
SMILES string	C=NCCC.O.O
HOMO-LUMO gap	10.587	eV
HOMO	-9.99	eV


(6)
This record from the Open Molecules 2025 dataset describes a cluster of 8 separate species, C27H51N3O15 in total. The level of theory is ωB97M-V/def2-TZVPD.

```
96
C27H51N3O15 ωB97M-V/def2-TZVPD
C 3.50772 -2.45703 3.50148
O 3.79172 -3.53103 2.66748
C 3.45772 -3.40103 1.34848
O 2.77672 -2.23203 0.88748
O 3.68072 -4.35003 0.50848
C 3.33572 -4.27303 -0.79952
H 4.32772 -1.72503 3.43848
H 3.43272 -2.97003 4.44448
H 2.49672 -2.05103 3.38348
H 3.95272 -4.89103 -1.36952
H 3.31772 -3.27403 -1.19252
H 2.30872 -4.47803 -0.89652
C 1.67072 0.26897 2.30348
O 0.78472 1.32597 2.15248
C -0.19728 1.15897 1.20648
O -0.43228 0.06497 0.32148
O -0.91028 2.17497 1.28048
C -2.07428 2.32297 0.45048
H 2.22372 0.09197 1.33948
H 1.11972 -0.66403 2.39548
H 2.35172 0.43497 3.06548
H -2.95028 1.70297 0.65548
H -1.74228 1.96697 -0.55652
H -2.45928 3.29497 0.61848
C 2.78672 0.56997 -0.90152
O 2.68972 1.84597 -0.28552
C 1.83672 2.71397 -0.60352
O 0.98172 2.51797 -1.69052
O 1.93872 3.86097 0.08048
C 0.98572 4.87197 -0.18152
H 3.04172 0.61097 -1.92952
H 1.93872 -0.01803 -0.77252
H 3.56672 0.03797 -0.26952
H 1.37672 5.38397 -1.07352
H 0.96272 5.69197 0.60748
H 0.02572 4.40897 -0.25552
C -1.59628 0.01697 -3.62452
O -2.81228 -0.63803 -3.95952
C -4.00228 -0.01603 -3.51952
O -4.04928 1.05497 -2.61552
O -5.09928 -0.41903 -4.11452
C -6.35428 0.15497 -3.72952
H -0.76328 -0.38603 -4.13752
H -1.32028 -0.02003 -2.61352
H -1.53928 1.06697 -3.72152
H -6.53128 1.07797 -4.35352
H -6.38728 0.53397 -2.58452
H -7.27428 -0.39403 -4.01352
C -0.34728 -3.63003 1.49248
O -0.20928 -4.05603 2.83048
C 0.59572 -5.03103 3.05148
O 1.35072 -5.60103 1.97848
O 0.76472 -5.35203 4.31148
C 1.36772 -6.57503 4.70248
H -0.83728 -4.44303 0.86048
H 0.49272 -3.12403 1.04748
H -1.19528 -2.88103 1.64248
H 2.31072 -6.20903 5.19748
H 1.72872 -7.15203 3.86448
H 0.66972 -7.16803 5.29148
C 5.52672 0.93197 1.21048
C 5.08372 2.20597 1.91648
C 5.98672 2.41597 3.17748
C 5.90672 1.25797 4.13748
N 5.91772 0.33397 4.81948
H 5.20272 0.00297 1.74648
H 6.64372 0.99497 1.21448
H 5.22772 1.01797 0.15748
H 4.08072 2.05597 2.18248
H 5.15972 3.07797 1.28448
H 5.60672 3.15497 3.88348
H 7.04172 2.58297 2.97248
C -3.47728 -1.31503 0.67748
C -2.91428 -1.64503 -0.69452
C -3.78728 -2.63903 -1.40852
C -5.26028 -2.37403 -1.49452
N -6.41228 -2.24303 -1.50752
H -4.45728 -0.96103 0.61648
H -2.92128 -0.49103 1.19348
H -3.52628 -2.19903 1.25248
H -1.93228 -1.97603 -0.56752
H -2.87628 -0.68703 -1.24552
H -3.66528 -3.59203 -0.99352
H -3.57228 -2.75303 -2.41152
C -2.01928 4.31097 -2.46552
C -3.43528 4.05897 -3.01852
C -4.05928 5.20997 -3.83152
C -5.40928 4.93897 -4.44952
N -6.45528 4.74797 -4.92252
H -1.33428 4.86697 -3.03652
H -1.50028 3.45297 -2.25652
H -2.08328 4.91397 -1.52852
H -4.19628 3.83197 -2.29452
H -3.33828 3.20897 -3.70552
H -3.30628 5.49697 -4.60452
H -4.31028 5.98497 -3.16852
```

Properties
F_max	0.1796	hartree/bohr
total charge	0
calculated total energy	-2351.9177	hartree
SMILES string	COC(=O)OC.COC(=O)OC.COC(=O)OC.COC(=O)OC.COC(=O)OC.CCCC#N.CCCC#N.CCCC#N
HOMO-LUMO gap	10.529	eV
HOMO	-10.07	eV


(7)
This record from the Open Molecules 2025 dataset describes a structure of composition C3H4N2O2S. The level of theory is ωB97M-V/def2-TZVPD.

```
12
C3H4N2O2S ωB97M-V/def2-TZVPD
C 0.54777 0.11667 0.07396
C -0.03828 1.09125 -1.00824
C -1.91442 0.11264 0.51272
H 2.81719 -2.04981 -0.04579
H -0.00718 0.43387 -1.85652
H 0.40474 2.08041 -1.14078
H -0.19994 -0.60570 1.75358
N 1.68889 -0.51235 -0.26918
N -0.51777 0.03200 1.04942
O 2.04555 -1.54599 0.75000
O -2.96351 -0.37632 1.05884
S -1.86304 1.22334 -0.87801
```

Properties
F_max	0.1273	hartree/bohr
ΔE to the lowest compared entry with this formula, charge and spin	412.6	kJ/mol
total charge	0
calculated total energy	-774.7696	hartree
HOMO-LUMO gap	9.853	eV
HOMO	-9.51	eV


(8)
This record from the Open Molecules 2025 dataset describes a structure of composition C4H6O2. The level of theory is ωB97M-V/def2-TZVPD.

```
12
C4H6O2 ωB97M-V/def2-TZVPD
C 1.50738 -0.63680 -0.14654
C 0.36014 -0.31034 0.57709
C -0.27453 0.95390 0.16128
C -1.37636 0.07420 -0.32038
H 1.40225 -1.59340 -0.75159
H 0.75669 -0.52781 1.66386
H 0.21686 1.52728 -0.65106
H -0.49832 1.71795 0.83545
H -2.33034 -0.16652 0.11416
H -1.58115 -0.04694 -1.44615
O 2.50254 0.15349 -0.15044
O -0.68515 -1.14500 0.11431
```

Properties
F_max	0.1365	hartree/bohr
ΔE to the lowest compared entry with this formula, charge and spin	311.8	kJ/mol
total charge	0
calculated total energy	-306.3875	hartree
HOMO-LUMO gap	10.380	eV
HOMO	-9.75	eV


(9)
This record from the Open Molecules 2025 dataset describes a structure of composition C8H19BNO9V. The level of theory is ωB97M-V/def2-TZVPD.

```
39
C8H19BNO9V ωB97M-V/def2-TZVPD
O -1.20957 -1.21189 -1.90698
V -2.66663 -1.85878 -1.96060
C -4.64305 -0.80343 -3.45285
O -5.38032 0.07803 -2.99152
O -3.45872 -0.64244 -3.66349
O -4.74447 -1.79990 -2.74092
C -3.83002 -1.65487 0.44162
O -2.97317 -2.46227 0.09086
O -4.95534 -2.05843 0.36882
O -3.70883 -0.67942 -0.32261
B -2.17844 -3.99523 -2.53621
H -1.93014 -4.99082 -2.86995
H -3.18117 -3.88970 -2.15198
H -1.58518 -3.70262 -1.68376
H -2.01692 -3.31197 -3.35554
C 4.68104 4.05951 0.96693
O 3.45412 3.36277 1.08672
C 2.85800 3.36940 2.39436
C 1.43884 2.81102 2.35362
N 1.56809 1.38381 1.95069
C 0.29293 0.82099 1.47960
C 0.50552 -0.65344 1.01802
O 1.22669 -0.70209 -0.26501
C 1.73360 -1.98085 -0.54800
H 4.87257 4.15469 -0.10188
H 5.53967 3.59983 1.45637
H 4.47040 5.02621 1.42436
H 2.79314 4.42254 2.66786
H 3.44983 2.81846 3.12533
H 0.84158 3.41043 1.66653
H 0.89507 2.85960 3.29705
H 2.13673 1.36356 1.11621
H -0.23240 1.39913 0.71941
H -0.42558 0.73480 2.29471
H -0.45161 -1.10687 0.76032
H 0.99561 -1.17887 1.83768
H 1.09503 -2.85806 -0.65205
H 2.49320 -2.19473 0.20391
H 2.22986 -1.93802 -1.51753
```

Properties
F_max	0.2118	hartree/bohr
ΔE to the lowest compared entry with this formula, charge and spin	619.5	kJ/mol
total charge	-3
calculated total energy	-2016.5573	hartree
multiplicity	2
HOMO-LUMO gap (spin up / spin down)	1.329 / 1.363	eV
HOMO (spin up / spin down)	3.84 / 3.80	eV


(10)
This record from the Open Molecules 2025 dataset describes an isolated molecule of ClFH3N2P. The level of theory is ωB97M-V/def2-TZVPD.

```
8
ClFH3N2P ωB97M-V/def2-TZVPD
N -0.46933 0.38081 -1.58439
N -0.53569 -0.05822 1.19959
F 0.69176 -1.67634 -0.13599
P 0.24044 0.06112 -0.24881
Cl 1.93344 0.91174 0.19485
H -0.03123 0.47115 -2.44637
H -0.58976 0.76221 1.70369
H -1.23962 -0.85245 1.31742
```

Properties
F_max	0.0991	hartree/bohr
ΔE to the lowest compared entry with this formula, charge and spin	23.9	kJ/mol
total charge	0
calculated total energy	-1012.7738	hartree
SMILES string	N=[P@@](N)(F)Cl
HOMO-LUMO gap	10.804	eV
HOMO	-10.22	eV


(11)
This record from the Open Molecules 2025 dataset describes a cluster of 3 separate species, C4H12NO2 in total. The level of theory is ωB97M-V/def2-TZVPD.

```
19
C4H12NO2 ωB97M-V/def2-TZVPD
C -0.02059 -1.56145 -1.60667
C 0.26696 -0.17022 -1.15636
C 0.95544 0.78611 -1.76868
C -1.64164 -0.18618 0.36751
N -0.56976 0.33738 -0.09606
H 0.07958 -2.26579 -0.78573
H -1.07423 -1.60396 -1.88618
H 0.63770 -1.80421 -2.41309
H 1.11286 1.75748 -1.31916
H 1.54734 0.56758 -2.64823
H -2.42440 0.40512 0.82647
H -1.75783 -1.26494 0.30350
H -0.18808 1.13818 0.43163
H 0.39894 -3.05534 2.23889
H 1.28807 -1.85215 2.09299
O 0.35936 -2.10946 2.05208
H -0.01558 3.67838 1.36630
H 1.27854 2.84452 1.44945
O 0.35424 2.81022 1.17744
```

Properties
F_max	0.0289	hartree/bohr
ΔE to the lowest compared entry with this formula, charge and spin	213.0	kJ/mol
total charge	+1
calculated total energy	-364.5541	hartree
HOMO-LUMO gap	9.329	eV
HOMO	-14.14	eV


(12)
This record from the Open Molecules 2025 dataset describes a structure of composition C8H18Br2Cl3IOSi2. The level of theory is ωB97M-V/def2-TZVPD.

```
35
C8H18Br2Cl3IOSi2 ωB97M-V/def2-TZVPD
C 0.25893 4.38694 -1.40737
C 0.36372 3.44746 -2.67744
C -1.07881 3.00063 -3.05501
C 1.37014 2.28344 -2.29978
Si 0.74714 0.50836 -2.55213
O 1.61690 -0.59789 -1.55239
Si 1.15242 -0.64302 0.08983
I -0.81556 0.72081 0.68965
C 1.03731 -2.50884 0.56382
Br 2.59083 -2.95850 1.71545
C -0.32961 -2.95046 1.17317
C -0.26920 -4.37278 1.83584
Br -1.65664 -3.13028 -0.31697
H 0.05506 3.80302 -0.48391
H 1.15366 5.03611 -1.30169
H -0.61080 5.06308 -1.57237
H 0.81083 4.06201 -3.48791
H -1.67148 3.93381 -3.22474
H -1.14421 2.44552 -4.01863
H -1.61377 2.47347 -2.23441
H 2.30025 2.45822 -2.89236
H 1.68786 2.39792 -1.23272
H -0.70426 0.33663 -2.44686
H 1.08724 0.12835 -3.94486
H 2.28180 -0.08668 0.86184
H 1.13237 -3.07720 -0.39067
H -0.77630 -2.22131 1.85784
H 0.06696 -5.10704 1.06840
H -1.29998 -4.68908 2.11048
H 0.39020 -4.40079 2.71955
C -1.65908 -1.88488 5.37010
Cl -3.10808 -2.46409 4.53978
Cl -0.71269 -3.23897 5.99784
Cl -0.68282 -0.88031 4.28925
H -1.97032 -1.27364 6.20939
```

Properties
F_max	0.0516	hartree/bohr
total charge	0
calculated total energy	-7796.2516	hartree
HOMO-LUMO gap	10.022	eV
HOMO	-9.82	eV